Molecular formula: C3H23N2O6S
Method: DFT, ωB97M-V with the def2-TZVPD basis set

XYZ file:
```
35
Properties=species:S:1:pos:R:3:forces:R:3
N 0.285 1.139 -0.044 -1.5 1.6 1.8
C 1.160 0.166 0.806 -1.3 -1.4 0.0
C 2.629 0.251 0.636 1.5 2.4 0.6
S 3.298 -0.330 -0.886 -1.0 -1.4 -1.7
C 0.746 0.267 2.307 -0.4 -0.5 -0.5
N -0.730 0.400 2.354 1.5 0.4 0.7
H -0.852 1.137 0.153 2.3 -0.6 -0.3
H 0.423 2.219 0.077 0.3 -1.8 0.4
H 0.397 1.099 -1.034 0.3 -0.9 -1.5
H 1.000 -0.903 0.460 -1.0 1.3 0.2
H 2.940 1.285 0.708 0.1 0.5 0.1
H 3.145 -0.206 1.463 -0.2 -0.6 0.5
H 4.504 0.180 -0.884 0.7 0.6 0.4
H 1.163 1.150 2.803 0.1 0.0 -0.3
H 1.187 -0.620 2.877 -0.6 0.8 -0.9
H -0.993 0.349 3.326 -0.4 0.0 0.1
H -1.166 -0.347 1.855 -0.5 -0.8 -0.2
H -1.577 -2.463 0.235 1.0 -0.5 -0.4
H -2.969 -2.529 0.710 0.1 0.5 0.1
O -2.259 -1.883 0.552 -1.4 0.5 0.5
H -0.779 -4.112 -0.920 0.9 -0.7 -0.3
H -0.259 -4.653 0.628 -0.8 0.9 -2.2
O -0.822 -4.076 0.033 0.1 -0.3 2.2
H -0.810 -1.481 -3.199 0.5 -0.1 -1.5
H -1.799 -1.056 -2.197 -1.6 1.4 0.6
O -1.021 -1.561 -2.292 1.7 -1.6 0.9
H -3.048 -0.194 -0.761 0.3 0.5 -0.9
H -3.526 -0.060 -2.216 -1.4 -0.3 -1.0
O -2.854 0.245 -1.635 0.7 0.1 1.9
H -0.656 2.245 -2.716 -5.7 2.4 2.3
H -0.090 1.059 -3.277 0.1 -0.6 -0.3
O 0.107 1.962 -3.036 5.5 -1.9 -2.0
H 1.412 3.107 1.392 0.5 0.7 1.0
H 0.867 4.540 0.938 -0.1 4.9 1.5
O 0.943 3.671 0.787 -0.2 -5.3 -2.3
```
Forces are in eV/Å.

The lowest unoccupied orbital energy (spin up / spin down) is 0.4 / 0.2 eV. As for the expectation value of S²: 0.75. As for the HOMO-LUMO gap (spin up / spin down): 2.75 / 9.58 eV. As for the multiplicity: 2.

natural (NBO) population analysis, charges in e, atoms 1 to 2: -0.89 -0.11

=====

Molecular formula: C3H23NO10
Method: DFT, ωB97M-V with the def2-TZVPD basis set

XYZ file:
```
37
Properties=species:S:1:pos:R:3:forces:R:3
O -1.323 -0.619 -2.164 0.3 0.4 -0.3
C -0.386 -0.582 -1.408 -2.1 -1.7 0.2
C -0.468 -1.423 -0.122 0.2 3.0 2.4
N 0.678 -1.012 0.791 -1.4 -2.4 -0.4
C 0.521 -0.045 1.820 0.6 1.4 -0.9
O 0.303 1.271 1.270 -0.4 0.3 -0.3
H 0.484 0.012 -1.642 0.3 0.1 0.0
H -0.390 -2.489 -0.298 -0.4 0.1 -0.3
H -1.407 -1.108 0.471 1.2 -1.0 -1.4
H 1.475 -1.094 0.184 0.9 1.1 1.0
H -0.322 -0.172 2.495 0.1 -0.5 -0.3
H 1.400 0.138 2.435 0.4 -1.1 0.1
H 0.994 1.322 0.599 -0.2 0.4 -0.1
O 2.230 3.300 -0.362 0.1 0.8 -0.7
H 2.025 3.962 0.299 0.2 -0.4 0.5
H 2.516 2.440 -0.042 0.1 0.1 0.5
O -4.023 0.779 -1.078 0.0 0.1 0.5
H -3.207 1.175 -1.394 0.2 -0.2 -0.3
H -3.754 0.312 -0.274 -0.1 0.0 -0.2
O -1.775 3.638 -0.185 0.2 0.5 -0.4
H -1.089 3.334 0.426 -0.6 -0.5 -0.1
H -2.508 3.013 -0.249 0.4 -0.1 0.5
O 0.450 2.439 -2.139 0.6 -0.1 -0.1
H -0.334 2.993 -2.176 -0.1 0.0 0.2
H 1.132 2.953 -1.652 -0.6 0.0 -0.1
O 1.490 -3.771 -1.050 0.1 0.3 0.1
H 1.580 -3.661 -2.000 -0.1 -0.2 -0.2
H 1.860 -2.951 -0.703 0.1 -0.2 0.1
O 2.498 0.744 -0.894 0.6 -0.4 -0.1
H 3.327 0.774 -1.399 -0.4 0.0 0.1
H 1.781 0.941 -1.521 0.3 0.4 -0.1
O -2.377 -1.497 2.330 -1.2 -0.8 -0.6
H -2.173 -2.449 2.339 0.3 0.6 0.2
H -1.732 -1.024 2.830 0.6 -0.1 0.7
O -0.101 -4.076 1.740 0.4 0.4 -0.3
H 0.608 -3.448 1.942 -0.2 0.0 0.4
H 0.020 -4.115 0.781 -0.2 -0.5 0.0
```
Forces are in eV/Å.

The lowest unoccupied orbital energy is -0.2 eV. As for the HOMO-LUMO gap: 9.24 eV. As for the SMILES: O=CCNCO.O.O.O.O.O.O.O.O.

natural (NBO) population analysis, charges in e, atoms 1 to 2: -0.51 0.43